{
  "formula": "C43H70ClN3O6PRb",
  "method": "ωB97M-V with the def2-TZVPD basis set",
  "elements": ["H", "H", "O", "H", "H", "C", "N", "H", "C", "C", "C", "C", "C", "H", "H", "H", "H", "C", "H", "H", "C", "N", "H", "C", "C", "H", "H", "H", "H", "C", "H", "P", "H", "C", "C", "O", "H", "H", "C", "H", "C", "H", "H", "C", "H", "H", "H", "H", "C", "H", "C", "O", "H", "C", "H", "H", "H", "C", "H", "H", "C", "C", "C", "H", "H", "H", "H", "C", "H", "H", "C", "O", "H", "C", "C", "H", "H", "H", "O", "O", "H", "C", "H", "H", "H", "C", "C", "H", "H", "C", "C", "H", "H", "H", "H", "C", "H", "H", "C", "C", "C", "H", "H", "C", "H", "H", "H", "H", "C", "H", "H", "C", "C", "H", "H", "Cl", "N", "Rb", "H", "H", "C", "C", "C", "H", "H"],
  "positions_angstrom": [[3.06560, -2.14994, -3.30969], [-1.82486, -4.26302, 4.79600], [-0.36365, -4.82800, -1.41141], [-2.14271, -1.27199, 4.39608], [3.18136, 2.15090, 1.84835], [-1.45434, 2.26554, -4.34789], [-1.46262, 1.36551, 1.02767], [2.04352, -1.31674, 1.57516], [0.24008, 4.63724, 0.66526], [-2.24845, -0.70020, -5.23790], [1.36594, 0.98575, 0.30411], [-3.75096, 3.18008, 1.29053], [2.64733, -0.25563, -5.58471], [3.70916, -0.52443, -5.51925], [3.69617, -0.46861, 4.85362], [-2.88557, -1.41198, -0.45278], [1.33168, 2.40225, -2.37834], [2.78119, -3.81015, 4.57575], [-5.39828, 2.23914, 0.25920], [0.53361, 0.11875, -7.16159], [0.08309, 3.25463, 0.77997], [-0.41808, -0.62176, -2.71054], [0.65871, 0.74634, -0.49016], [-0.33676, -2.13745, -5.75172], [-2.22117, -2.19246, 4.96978], [-0.92024, 1.07504, -6.87692], [-1.14103, 2.96943, 3.43998], [-3.64294, 3.09647, 3.46634], [2.69321, 0.21814, 3.57645], [0.00992, 1.89634, -4.06876], [-0.28970, 3.32393, 5.72098], [0.14816, -0.01413, -3.99322], [-4.32677, 4.11274, 1.32190], [-0.50616, 0.92803, 3.30159], [0.43902, 1.28305, 5.89523], [1.91205, -4.33513, -1.09536], [1.95495, 2.56528, -4.81753], [0.76934, 2.28592, -6.09697], [-2.31094, 3.63401, 1.07660], [-3.87579, 1.36683, 0.08137], [3.33122, -1.83450, 3.18868], [1.69244, 2.19298, 2.80578], [-5.06397, 2.30928, 2.76395], [0.18289, -0.17356, 3.94034], [-2.12572, 1.73056, -3.67369], [-3.28357, -2.44329, 5.04777], [-0.29229, 1.86524, -1.93303], [2.20784, -0.88639, -6.35816], [-0.81910, 5.51419, 0.76323], [1.29765, -2.28345, -3.19992], [2.21145, 2.64461, 1.95416], [-3.13579, -2.28113, -0.04296], [2.12286, -2.61590, -4.71898], [3.54465, -0.43414, 3.77227], [3.75173, -1.06080, 1.20866], [1.13794, 0.36167, 1.16790], [-0.04243, 3.48480, -2.60844], [-0.52036, 0.06131, -6.88605], [-1.41271, -4.33954, 2.35621], [-4.13752, 2.84832, -0.82543], [-1.87422, -3.46864, 2.82565], [-0.64000, 2.15858, 3.95283], [0.03702, -3.37630, 4.47041], [1.07483, -0.74633, 5.83849], [0.68126, -2.24666, -6.12341], [0.79420, 1.41273, 6.91386], [1.93341, 2.96801, -0.13532], [0.89709, 2.63795, -5.07252], [2.32337, -5.58138, 5.70234], [-0.66237, 6.58168, 0.66323], [2.30300, -2.67943, 3.92110], [0.55403, -4.84274, 0.75456], [-0.43063, -2.69581, -4.81937], [1.93210, -4.70218, 5.20407], [2.12581, -1.97321, -3.83915], [2.38293, 3.69803, 2.18311], [0.63695, 3.70383, -5.05564], [-2.93988, 5.67007, 1.04909], [-2.34782, 0.09776, -1.07605], [1.13485, -6.55363, -0.78207], [-1.00462, -2.59170, -6.49249], [-1.47727, -3.34978, 4.29781], [4.27818, -2.37253, 3.31377], [-2.74932, -1.37674, -5.94029], [-2.86222, -2.94941, -0.67846], [-0.17075, 2.36471, 5.23392], [0.91384, -2.41425, 3.90898], [-1.31112, -0.43712, 1.88035], [-2.72106, 0.27417, -5.32800], [1.99319, -0.47880, -4.21655], [3.03866, -1.73309, 1.69343], [2.32907, 0.24486, -2.19036], [-1.58927, -0.10665, -1.75120], [-2.95867, -3.55200, 2.71937], [-1.84027, -1.99005, 5.97232], [0.28115, 2.43904, -2.66004], [-1.56411, -2.58606, 2.26911], [2.59398, 0.78006, -5.92024], [-1.12411, 0.62909, 2.01914], [2.79167, 0.31652, -3.17524], [-4.31822, 2.35660, 0.13207], [1.23812, 5.02263, 0.48137], [-1.75326, 2.07150, -5.37639], [-1.20764, 2.75066, 0.99097], [3.85025, -3.99801, 4.56991], [2.88867, 1.37119, -3.43589], [2.36551, 0.70773, -0.03822], [4.42837, 0.02182, 3.31494], [0.56846, -4.48424, 5.12299], [3.08031, -2.70607, 1.19884], [-0.11681, -5.21051, 5.54921], [-0.74600, -0.67092, -5.55948], [1.38713, 2.46567, 0.67152], [3.80275, -0.10037, -3.11330], [-2.39973, -1.06240, -4.21952], [0.81413, -5.16490, -0.63093], [0.39885, -1.28409, 3.25662], [0.14126, -2.31924, -0.44495], [-1.03750, -0.48165, -7.68763], [-3.48954, 1.52172, 2.68933], [-2.08981, 4.99992, 0.97392], [0.59820, 0.06230, 5.29703], [-3.99285, 2.48553, 2.63199], [-1.57909, 3.33917, -4.16736], [-1.98480, 0.67335, -0.37710]],
  "lowdin_charge": [0.081, 0.113, -0.458, 0.064, 0.076, -0.102, 0.088, 0.015, -0.062, -0.106, -0.084, -0.368, -0.097, 0.081, 0.077, -0.020, 0.060, -0.060, 0.073, 0.055, -0.126, -0.361, 0.041, -0.104, -0.058, 0.052, 0.100, 0.074, 0.052, -0.584, 0.077, 0.774, 0.112, -0.152, -0.116, -0.460, 0.055, 0.056, -0.139, 0.054, -0.354, 0.064, 0.073, -0.297, 0.082, 0.071, 0.055, 0.052, -0.100, 0.029, -0.048, -0.120, 0.064, -0.059, 0.080, 0.045, 0.087, -0.097, 0.075, 0.082, -0.060, -0.070, -0.126, 0.105, 0.051, 0.089, 0.119, -0.095, 0.085, 0.088, -0.133, -0.431, 0.083, -0.110, -0.101, 0.072, 0.079, 0.099, -0.195, -0.338, 0.076, -0.360, 0.116, 0.073, 0.011, -0.128, -0.175, 0.110, 0.052, -0.581, -0.066, 0.055, -0.057, 0.080, 0.075, -0.100, 0.039, 0.055, -0.091, -0.099, -0.057, 0.109, 0.049, -0.156, 0.099, 0.057, 0.078, 0.072, -0.059, 0.084, 0.099, -0.596, -0.336, 0.080, 0.071, 0.562, 0.097, 0.869, 0.077, 0.070, -0.058, -0.045, -0.061, 0.079, -0.040],
  "mol_weight_da": 876.94,
  "charge": -2,
  "relative_energy_kj_mol": 20.4
}